11
Properties=species:S:1:pos:R:3:forces:R:3:lowdin_charge:R:1 method="wB97M-V/def2-TZVPD" total_charge=0 gap_ev=8.39 relative_energy_kcal_mol=101.7
C 1.396 -0.152 0.425 -3.424 0.143 0.767 -0.118
C 0.184 -0.157 0.362 1.260 -0.119 -0.844 -0.136
C 2.774 0.132 0.143 -0.762 1.205 0.049 -0.108
O -3.664 -1.011 -0.665 -0.067 -2.630 -1.624 -0.413
O -3.585 1.221 0.013 -0.188 1.023 0.789 -0.409
O -1.100 -0.203 0.036 0.274 0.108 1.718 -0.041
S -3.721 -0.134 0.424 -0.095 1.696 0.849 0.870
H 2.740 -0.416 -0.799 1.818 0.082 -0.177 0.088
H 3.432 -0.144 0.960 0.402 -0.376 -0.508 0.075
H 2.799 1.239 -0.014 0.559 -0.889 -0.135 0.096
H -1.255 -0.375 -0.885 0.223 -0.244 -0.885 0.097

***

52
Properties=species:S:1:pos:R:3:forces:R:3:lowdin_spin:R:1 method="wB97M-V/def2-TZVPD" spin_multiplicity=2 total_charge=0 gap_ev="7.12 / 8.22"
Ni 0.268 0.293 0.471 0.201 -0.182 -0.107 0.862
C -0.923 2.270 -2.947 0.009 0.036 0.015 0.000
C -0.524 2.281 -1.610 0.039 -0.072 -0.034 0.000
N -0.259 1.036 -1.231 -0.027 0.051 0.063 0.023
N -0.476 0.213 -2.278 -0.012 -0.052 0.199 0.002
C -0.890 0.944 -3.323 0.100 -0.017 -0.072 -0.001
B -0.296 -1.318 -2.112 -0.044 0.028 0.047 0.000
N -1.159 -1.722 -0.869 0.065 0.056 -0.068 -0.002
C -2.122 -2.636 -0.690 0.039 -0.019 -0.006 -0.001
C -2.581 -2.546 0.612 0.005 -0.003 -0.004 -0.001
C -1.842 -1.516 1.189 0.018 -0.024 -0.038 -0.002
N -0.995 -1.049 0.280 -0.142 0.059 -0.017 -0.022
N 1.184 -1.578 -1.714 -0.025 -0.039 0.045 0.005
C 2.212 -2.314 -2.178 -0.003 0.038 -0.033 -0.001
C 3.305 -2.115 -1.366 0.005 -0.016 0.002 0.002
C 2.859 -1.226 -0.387 -0.033 -0.020 -0.015 0.003
N 1.590 -0.919 -0.604 0.006 0.063 0.009 0.079
N -0.820 -2.023 -3.343 -0.023 -0.028 -0.052 0.000
C -0.278 -2.816 -4.302 0.013 -0.040 -0.032 0.000
C -1.267 -3.158 -5.187 0.056 0.046 -0.018 0.000
C -2.410 -2.504 -4.693 0.000 0.007 -0.002 0.000
N -2.141 -1.823 -3.597 -0.088 -0.037 0.088 0.000
H -1.204 3.112 -3.552 -0.012 0.013 0.006 0.000
H -0.418 3.089 -0.905 -0.017 0.034 0.043 0.000
H -1.137 0.468 -4.256 -0.003 0.006 0.005 0.000
H -2.425 -3.270 -1.503 -0.007 -0.008 -0.015 0.000
H -3.353 -3.133 1.074 -0.011 -0.006 0.004 0.000
H -1.872 -1.082 2.172 -0.003 0.015 0.009 0.000
H 2.128 -2.935 -3.047 -0.023 -0.032 -0.042 0.000
H 4.282 -2.553 -1.468 0.007 -0.006 0.001 0.001
H 3.388 -0.804 0.451 0.003 -0.001 0.018 0.000
H 0.760 -3.079 -4.324 0.054 -0.019 0.025 0.000
H -1.174 -3.774 -6.063 0.006 -0.009 -0.007 0.000
H -3.412 -2.499 -5.091 -0.017 0.003 -0.005 0.000
O 3.261 0.563 2.621 -0.046 -0.048 -0.029 -0.005
S 1.896 0.834 2.316 -0.058 0.106 0.019 0.004
O 1.673 1.493 0.980 -0.079 0.044 -0.114 -0.028
O 1.011 -0.368 2.188 0.019 0.041 0.002 0.002
C 1.251 1.875 3.592 0.134 -0.070 0.033 0.000
C 2.022 1.906 4.747 0.038 0.025 0.042 0.000
C 1.607 2.641 5.846 0.012 -0.020 -0.029 0.000
C 0.419 3.346 5.785 -0.014 0.000 -0.020 0.000
C -0.350 3.315 4.630 -0.025 0.023 0.026 0.000
C 0.050 2.585 3.522 -0.039 0.052 -0.032 0.000
S -1.028 2.702 2.088 -0.086 -0.211 0.083 0.005
O -2.306 3.090 2.612 -0.014 -0.001 -0.023 0.011
O -0.382 3.613 1.180 0.057 0.031 -0.044 0.000
O -1.081 1.299 1.564 -0.028 0.204 0.068 0.065
H 2.950 1.355 4.774 0.003 -0.008 0.008 0.000
H 2.212 2.659 6.742 0.012 -0.005 -0.003 0.000
H 0.083 3.923 6.636 -0.011 0.006 -0.002 0.000
H -1.285 3.854 4.571 -0.009 0.004 0.002 0.000

***

42
Properties=species:S:1:pos:R:3:forces:R:3:lowdin_charge:R:1 method="wB97M-V/def2-TZVPD" total_charge=0 gap_ev=9.95 relative_energy_kcal_mol=124.6
H 1.054 -0.957 -0.879 -0.415 -0.356 -0.102 0.022
H 0.035 -0.640 0.230 -1.007 -1.414 3.016 -0.022
H -1.955 -1.901 0.732 1.107 0.767 2.079 0.002
H -3.150 -1.845 -0.107 0.294 -0.711 -0.372 0.045
H -2.020 -3.861 -1.425 -1.919 0.488 -2.307 0.079
H -2.521 -2.967 -2.611 0.525 1.673 -0.621 -0.016
H 0.374 -2.082 4.248 -0.162 -0.186 0.092 0.059
H 0.297 -0.999 3.195 -0.993 0.392 -1.298 -0.024
H -2.503 1.946 1.526 0.668 0.552 -0.036 0.025
H -3.415 2.782 2.228 -1.886 0.505 1.006 0.006
H 4.391 -0.335 -1.917 0.040 1.219 0.986 0.079
H 4.182 1.145 -1.663 -0.899 3.768 -2.245 -0.073
H 3.998 3.268 -1.603 1.279 -0.479 -0.526 0.006
H 2.546 2.556 -1.592 1.253 1.398 0.267 0.058
H 1.289 -0.909 -3.792 -1.129 -2.598 0.353 0.073
H 0.283 -2.145 -3.984 -2.144 -0.226 -1.286 -0.007
H 1.294 -2.405 0.309 0.704 -0.533 -0.461 0.042
H 2.558 -2.224 -0.566 0.095 -0.162 0.213 0.041
H -1.096 0.535 3.478 -0.372 0.179 0.212 0.002
H -1.134 1.943 4.052 0.274 0.682 0.076 0.040
H -0.116 0.809 -3.544 -0.254 -0.125 0.146 0.052
H -1.098 1.056 -2.458 -0.579 0.777 0.488 0.024
H 0.644 0.840 3.834 2.563 1.329 -0.052 0.016
H 1.718 1.863 3.130 -0.556 -0.388 0.309 0.042
H 0.639 1.652 -0.116 0.524 -3.427 -0.924 -0.058
H 0.924 2.862 0.484 -0.620 0.962 -0.135 0.048
H -2.767 0.399 -1.152 1.234 -0.275 -0.020 -0.005
H -4.004 -0.206 -0.500 -0.038 0.319 -0.203 0.024
O 0.369 -0.359 -0.562 1.237 1.904 -2.296 -0.025
O -2.285 -2.283 -0.041 -1.255 -0.153 -1.274 -0.018
O -2.688 -3.788 -2.209 1.278 -2.282 2.589 -0.086
O 0.866 -1.374 3.830 1.015 -0.695 1.089 -0.014
O -2.544 2.841 1.906 1.045 -0.455 -1.356 -0.052
O 4.366 0.385 -1.232 0.860 -5.167 1.228 -0.015
O 3.098 3.359 -1.364 -2.642 -0.789 0.294 -0.051
O 1.050 -1.872 -3.557 3.490 2.651 0.930 -0.053
O 1.782 -2.786 -0.448 -0.354 0.290 0.512 -0.047
O -1.699 1.234 3.764 -0.052 -1.338 0.098 -0.037
O -0.463 0.411 -2.729 0.570 -0.046 -1.480 -0.058
O 1.569 1.258 3.875 -1.575 -0.480 -0.129 -0.075
O 0.226 2.470 -0.067 0.069 2.368 0.907 -0.029
O -3.704 0.481 -1.106 -1.271 0.062 0.234 -0.019

***

58
Properties=species:S:1:pos:R:3:forces:R:3:lowdin_charge:R:1 method="wB97M-V/def2-TZVPD" total_charge=0 gap_ev=8.80 relative_energy_kcal_mol=4.7 smiles="CNC(=O)[C@H](Cc1ccccc1)NC(C)=O.CCOc1ccc(NC(C)=O)cc1"
C 7.097 2.410 -2.915 -0.260 -0.267 0.094 -0.065
N 6.547 1.532 -3.948 0.653 1.092 0.635 0.035
C 5.660 0.527 -3.872 -0.271 -0.628 -0.605 -0.444
O 5.481 -0.130 -4.890 -0.566 -0.327 0.339 0.042
C 4.887 0.124 -2.587 -0.104 0.400 0.589 -0.187
C 3.381 -0.049 -2.852 -0.247 -0.265 -0.281 -0.099
C 2.627 -0.642 -1.676 0.070 0.063 0.372 -0.223
C 1.756 0.148 -0.902 0.143 -1.126 0.346 -0.031
C 1.080 -0.419 0.193 0.604 -0.640 -0.560 -0.064
C 1.282 -1.772 0.520 0.370 0.390 -0.645 -0.075
C 2.158 -2.559 -0.244 -0.135 0.876 -0.307 -0.069
C 2.823 -1.996 -1.345 -0.671 0.502 0.695 -0.049
N 5.052 0.990 -1.408 -0.268 -0.545 -2.047 0.098
C 5.602 0.693 -0.231 0.826 -0.048 1.570 -0.558
C 6.166 -0.690 0.033 -0.191 0.225 -0.211 0.015
O 5.677 1.550 0.635 -0.088 0.241 0.176 0.033
H 6.326 3.078 -2.527 0.215 0.050 0.101 0.078
H 7.517 1.820 -2.097 -0.033 0.220 0.013 0.082
H 7.897 3.018 -3.341 -0.145 -0.145 -0.088 0.087
H 6.930 1.642 -4.875 -0.118 -0.203 0.045 0.140
H 5.269 -0.866 -2.350 0.183 0.005 0.144 0.139
H 3.241 -0.716 -3.705 0.170 0.181 -0.123 0.124
H 2.949 0.917 -3.118 -0.026 0.065 -0.029 0.123
H 1.600 1.188 -1.150 0.020 0.091 -0.062 0.105
H 0.394 0.182 0.771 -0.055 0.048 0.043 0.089
H 0.745 -2.222 1.340 -0.072 0.014 0.036 0.073
H 2.299 -3.602 0.000 0.014 -0.031 0.008 0.099
H 3.481 -2.610 -1.943 0.086 -0.043 -0.112 0.113
H 4.675 1.922 -1.467 -0.061 0.064 0.102 0.148
H 5.361 -1.421 0.002 0.027 -0.188 -0.114 0.072
H 6.620 -0.699 1.023 -0.102 0.139 -0.144 0.088
H 6.924 -0.928 -0.711 0.028 -0.228 -0.085 0.082
C -8.665 1.973 0.093 0.029 -0.135 0.023 -0.072
C -8.815 0.467 0.287 0.060 0.576 -0.108 -0.238
O -8.451 0.106 1.629 -0.242 -0.187 -0.321 -0.075
C -7.110 -0.027 1.885 0.585 -0.131 -0.050 -0.301
C -6.558 0.713 2.930 0.383 -0.097 -0.045 -0.002
C -5.207 0.576 3.267 -0.634 -0.230 -0.356 -0.024
C -4.379 -0.316 2.575 -0.853 0.065 -0.279 -0.228
N -3.055 -0.404 3.025 1.313 -0.304 0.222 0.112
C -2.037 -1.257 2.636 -0.090 -0.786 -0.516 -0.491
C -0.750 -1.214 3.441 -0.353 0.379 0.499 -0.009
O -2.117 -2.053 1.713 -0.441 0.506 0.183 0.049
C -4.935 -1.060 1.519 -0.155 0.036 -0.034 0.003
C -6.288 -0.919 1.183 0.178 0.387 0.519 0.001
H -8.986 2.256 -0.913 0.042 -0.004 0.072 0.075
H -9.280 2.513 0.820 0.087 -0.076 -0.092 0.079
H -7.621 2.274 0.222 -0.113 0.001 -0.013 0.076
H -9.858 0.185 0.119 0.172 -0.153 0.347 0.120
H -8.212 -0.062 -0.457 0.046 -0.095 0.183 0.107
H -7.195 1.394 3.484 0.060 -0.050 -0.073 0.119
H -4.813 1.162 4.091 0.033 -0.033 -0.031 0.108
H -2.825 0.185 3.816 -0.174 -0.153 -0.234 0.137
H -0.094 -0.429 3.058 -0.001 -0.058 0.054 0.076
H -0.237 -2.177 3.383 -0.250 0.235 -0.145 0.084
H -0.969 -1.008 4.491 0.167 0.093 0.001 0.078
H -4.344 -1.768 0.950 0.091 0.175 0.251 0.102
H -6.704 -1.529 0.388 0.064 0.056 0.048 0.115

***

Number 1: maximum force 0.0683 Eh/bohr. Number 2: maximum force 0.0057 Eh/bohr. Number 3: maximum force 0.1046 Eh/bohr. Number 4: maximum force 0.0415 Eh/bohr.